1.
Formula: C58H114F12N8O14S4Y
Source: the Open Molecules 2025 dataset
Level of theory: wB97M-V/def2-TZVPD

```
! RIJCOSX wB97M-V def2-TZVPD def2/J DEFGRID3
* xyz 1 1
Y 4.5633 1.4166 -4.5736
C 11.0222 0.8310 -5.2012
F 11.8107 -0.2482 -5.4484
F 11.8841 1.7991 -4.8394
F 10.3808 1.2113 -6.3021
S 9.6929 0.4037 -3.8402
O 8.6225 -0.2123 -4.6700
O 10.3201 -0.4796 -2.8373
N 8.8385 1.8580 -3.3076
S 9.8004 2.1782 -2.0337
O 9.3009 1.5594 -0.8555
O 11.2453 2.0560 -2.3319
C 9.4995 4.1442 -1.8052
F 9.9959 4.9259 -2.8116
F 8.1459 4.3732 -1.7972
F 10.0118 4.4455 -0.6481
C 1.4246 -2.4988 -0.8329
F 0.2813 -2.0391 -1.4097
F 1.0608 -3.2887 0.1710
F 2.0330 -3.1295 -1.8494
S 2.5855 -1.0150 -0.3076
O 2.6590 -0.9153 1.1924
O 3.8345 -1.0707 -1.0037
N 1.8794 0.4368 -1.1193
S 0.6701 0.7817 -0.0925
O -0.2569 1.5803 -0.9138
O 0.0149 -0.2840 0.6287
C 1.5324 2.0297 1.1574
F 2.8431 1.9585 0.8706
F 0.9743 3.2272 1.0317
F 1.3011 1.6324 2.4582
C 5.7642 -11.8143 -4.4273
C 4.8318 -10.6388 -4.0655
C 3.8467 -11.1046 -2.9128
C 4.5185 -11.3828 -1.5427
C 5.2497 -10.1252 -1.1706
C 6.2348 -9.5222 -2.1545
N 5.5624 -9.4861 -3.4861
O 6.2937 -8.7756 -4.4244
C 6.5687 -8.0979 -1.6439
C 7.5562 -10.3012 -2.1382
C 3.9169 -10.2812 -5.3044
H 5.2768 -12.4571 -5.1603
H 6.1063 -12.5018 -3.6537
H 6.6401 -11.3743 -4.9040
H 3.1436 -10.2723 -2.8813
H 3.3363 -11.9993 -3.2693
H 5.2497 -12.1750 -1.7037
H 3.8481 -11.8195 -0.8024
H 5.8471 -10.3505 -0.2872
H 4.5209 -9.3417 -0.9630
H 5.7579 -7.5686 -1.1432
H 7.3139 -8.0325 -0.8511
H 6.8140 -7.3669 -2.4144
H 8.1909 -9.9812 -1.3118
H 7.5316 -11.3896 -2.0842
H 8.2362 -10.1865 -2.9823
H 4.3758 -9.7603 -6.1448
H 3.1599 -9.6132 -4.8935
H 3.4520 -11.1817 -5.7058
H 7.0994 -9.2705 -4.5903
C -8.5544 5.9948 2.8889
C -7.8934 6.3041 1.4739
C -8.9451 6.3976 0.2770
C -8.3561 6.9976 -1.0328
C -7.8044 8.3925 -0.7238
C -6.7204 8.3777 0.3133
N -7.2236 7.7077 1.5723
O -6.4002 7.7371 2.6929
C -5.4851 7.6436 -0.1792
C -6.3373 9.8782 0.5881
C -6.8477 5.1262 1.2755
H -7.8524 5.9447 3.7212
H -9.0267 5.0142 2.8309
H -9.3101 6.7570 3.0787
H -9.1413 5.3859 -0.0778
H -9.9264 6.7709 0.5699
H -9.1924 7.0864 -1.7261
H -7.6315 6.3609 -1.5406
H -8.5842 9.0638 -0.3639
H -7.3915 8.6737 -1.6925
H -5.6248 6.7034 -0.7127
H -4.9412 8.3255 -0.8328
H -4.7502 7.3814 0.5819
H -6.1639 10.4789 -0.3047
H -7.2297 10.3174 1.0341
H -5.5889 10.0762 1.3554
H -7.0957 4.1215 1.6180
H -5.8333 5.4126 1.5530
H -6.8103 5.0317 0.1903
H -6.9345 8.1525 3.3738
C -3.4759 -9.1525 2.4087
C -4.9184 -8.7497 2.0944
C -5.7300 -8.6663 3.4563
C -6.9148 -7.7553 3.4776
C -6.4306 -6.4065 3.0809
C -5.9988 -6.3702 1.5795
N -4.8784 -7.4237 1.3875
O -4.3415 -7.3380 0.1282
C -7.2065 -6.6764 0.7479
C -5.5136 -4.9689 1.3539
C -5.5829 -9.8985 1.2583
H -2.9677 -8.6129 3.2078
H -2.9316 -9.0973 1.4659
H -3.3199 -10.1876 2.7126
H -6.0058 -9.6390 3.8637
H -5.0571 -8.3180 4.2398
H -7.2629 -7.8612 4.5051
H -7.7229 -8.2002 2.8971
H -5.7063 -6.0066 3.7906
H -7.2121 -5.6483 3.1305
H -6.9689 -6.7158 -0.3152
H -7.6338 -7.6541 0.9708
H -7.9919 -5.9208 0.7666
H -6.3530 -4.3264 1.6201
H -4.6790 -4.9341 2.0541
H -5.0371 -4.8006 0.3882
H -5.3140 -9.8163 0.2052
H -6.6683 -9.8655 1.1634
H -5.3341 -10.8970 1.6176
H -3.4580 -7.0535 0.3735
C 2.2701 -3.5925 -10.3058
C 2.4558 -2.0598 -10.1933
C 1.8302 -1.4291 -11.4688
C 0.3598 -1.2598 -11.4574
C -0.1876 -0.6745 -10.2090
C 0.3848 -1.2779 -8.8366
N 1.8740 -1.4106 -8.9726
O 2.4369 -1.9758 -7.7932
C 0.0108 -0.4225 -7.6515
C -0.3366 -2.5974 -8.5826
C 3.9825 -1.7985 -10.1375
H 1.2359 -3.8799 -10.4955
H 2.4246 -4.0370 -9.3227
H 2.9388 -3.9075 -11.1068
H 2.1235 -0.3795 -11.4895
H 2.1832 -1.9088 -12.3817
H -0.1554 -2.2076 -11.6137
H -0.0854 -0.8029 -12.3412
H -1.2744 -0.7269 -10.1433
H 0.1067 0.3744 -10.1740
H 0.1648 -0.9926 -6.7353
H 0.6135 0.4840 -7.5977
H -1.0426 -0.1478 -7.7063
H -0.4091 -3.2262 -9.4700
H 0.1171 -3.1790 -7.7801
H -1.3881 -2.4324 -8.3475
H 4.3436 -0.8635 -9.7092
H 4.3611 -1.7495 -11.1585
H 4.5232 -2.5693 -9.5884
H 2.2879 -2.9114 -7.9479
C -4.1206 0.3339 9.6526
C -4.6293 -0.9424 8.8121
C -3.8399 -0.9612 7.4796
C -2.4747 -1.6411 7.6683
C -2.4063 -3.0802 8.2972
C -3.3020 -3.0193 9.6451
N -4.5299 -2.2553 9.5189
O -5.3281 -2.3001 10.6677
C -3.5994 -4.4497 10.0412
C -2.3249 -2.3175 10.7463
C -6.0869 -0.7538 8.4396
H -3.1310 0.0748 10.0290
H -4.6519 0.4351 10.5989
H -3.9789 1.2478 9.0757
H -4.2409 -1.2705 6.5144
H -3.5792 0.0858 7.3252
H -1.7535 -1.1104 8.2899
H -1.9668 -1.7453 6.7095
H -1.3840 -3.4152 8.4727
H -2.8607 -3.7367 7.5551
H -4.3487 -4.9960 9.4683
H -2.7488 -5.0988 9.8334
H -3.8854 -4.4612 11.0929
H -2.9649 -1.9875 11.5646
H -1.7013 -3.0202 11.2989
H -1.7517 -1.5133 10.2849
H -6.3385 -1.6431 7.8617
H -6.3206 0.0114 7.6993
H -6.8028 -0.7229 9.2609
H -6.0120 -2.8408 10.2659
C 3.1875 14.4321 0.6714
C 2.8127 13.8531 2.0932
C 2.5123 12.3333 1.9667
C 3.8096 11.5106 1.8672
C 4.6952 11.7485 3.1307
C 5.1055 13.2931 3.2322
N 3.8467 14.0594 3.1715
O 4.0477 15.4462 3.4330
C 5.7141 13.5136 4.7049
C 6.2124 13.6564 2.2260
C 1.4555 14.4628 2.6251
H 3.1418 15.4802 0.9673
H 2.3739 14.2873 -0.0394
H 4.0957 13.9978 0.2535
H 1.7768 11.9376 2.6671
H 2.1161 12.0961 0.9794
H 4.4461 11.8667 1.0571
H 3.5893 10.4773 1.5991
H 5.5467 11.0973 2.9331
H 4.2150 11.4322 4.0566
H 6.1443 14.5147 4.7326
H 4.9108 13.5596 5.4402
H 6.4711 12.7869 4.9999
H 7.1186 13.1416 2.5450
H 6.0113 13.3809 1.1907
H 6.4921 14.7073 2.3001
H 1.5263 15.5373 2.7940
H 1.1179 13.9711 3.5375
H 0.5979 14.4516 1.9524
H 3.8199 15.4720 4.3652
*
```

## Properties
ΔE to the lowest compared entry with this formula, charge and spin (kcal/mol): 379.2
M (g/mol): 1592.742
Gap between HOMO and LUMO (eV): 0.814

These are the Mulliken partial charges, in e, on atoms 1 to 8: 1.48, 0.65, -0.21, -0.20, -0.21, 0.93, -0.70, -0.54

---

2.
Formula: C58H125N3O10
Source: the Open Molecules 2025 dataset
Level of theory: wB97M-V/def2-TZVPD

```
! RIJCOSX wB97M-V def2-TZVPD def2/J DEFGRID3
* xyz 0 1
C -2.6553 1.8533 -4.4859
C -3.6685 2.9758 -4.3627
C -2.7092 4.1270 -4.6560
O -1.4513 3.7673 -4.0906
C -1.4459 2.3884 -3.7014
H -2.4175 1.8358 -5.5512
H -2.8993 0.8807 -4.0551
H -4.0522 3.1546 -3.3571
H -4.4366 2.9948 -5.1348
H -2.9945 5.1270 -4.3183
H -2.5166 4.2399 -5.7344
H -1.5446 2.1818 -2.6334
H -0.5417 1.9389 -4.1123
C 0.9755 0.5570 0.5477
C 0.1115 -0.3040 -0.3685
C -1.3509 -0.2063 0.1033
O -1.1967 0.2196 1.4632
C 0.1434 0.3929 1.8157
H 1.0402 1.6184 0.2916
H 2.0027 0.2043 0.5730
H 0.3842 -1.3598 -0.2589
H 0.2694 -0.0765 -1.4264
H -1.8584 -1.1671 0.0668
H -1.8769 0.6318 -0.3575
H 0.4765 -0.5295 2.3164
H 0.2184 1.2171 2.5294
C 3.2455 3.7148 -4.3643
C 3.7025 3.5101 -2.8848
C 2.4158 3.5949 -2.0554
O 1.3664 3.4309 -2.9918
C 1.7492 3.9540 -4.2397
H 3.4565 2.7965 -4.9089
H 3.8649 4.4925 -4.8112
H 4.4535 4.2177 -2.5376
H 4.0616 2.4823 -2.8352
H 2.2725 4.5457 -1.5301
H 2.4155 2.7753 -1.3344
H 1.5148 5.0295 -4.2467
H 1.1486 3.5200 -5.0382
C 2.5504 -1.8658 -4.9117
C 2.4836 -1.5268 -3.4337
C 2.4606 0.0083 -3.4580
O 3.3336 0.3859 -4.5583
C 3.5831 -0.8287 -5.3082
H 1.6329 -1.7169 -5.4790
H 2.9853 -2.8593 -5.0199
H 3.3862 -1.9295 -2.9689
H 1.6582 -1.9355 -2.8502
H 2.8541 0.4655 -2.5472
H 1.4810 0.4462 -3.6712
H 4.5716 -1.1725 -4.9910
H 3.5560 -0.5520 -6.3622
C -1.4327 0.3864 5.4802
C -2.1456 -0.4136 6.5754
C -1.1084 -1.4545 6.9643
O -0.2777 -1.6141 5.8269
C -0.6505 -0.7402 4.7753
H -0.7865 1.1613 5.8994
H -2.1541 0.9223 4.8623
H -2.9960 -0.9332 6.1267
H -2.4588 0.2279 7.3968
H -1.5426 -2.4037 7.2836
H -0.4841 -1.0721 7.7801
H -1.3343 -1.2326 4.0770
H 0.2333 -0.3540 4.2820
C -6.0571 1.8382 2.2709
C -6.4008 1.0592 3.5472
C -5.0080 1.0061 4.2542
O -4.2181 0.6530 3.1010
C -4.6153 1.4617 2.0200
H -6.1820 2.9061 2.4575
H -6.8135 1.6215 1.5125
H -6.8938 0.1077 3.3730
H -7.0835 1.6958 4.1191
H -4.9728 0.1083 4.8725
H -4.6807 1.8815 4.8163
H -4.2703 0.9524 1.1115
H -4.0007 2.3699 1.8829
C -6.5405 0.2016 -2.0377
C -6.7138 -0.7237 -0.8366
C -5.3097 -1.3453 -0.5971
O -4.4130 -0.3893 -1.1927
C -5.0246 0.3286 -2.2325
H -7.0603 1.1387 -1.8509
H -6.9003 -0.2836 -2.9475
H -7.4597 -1.5136 -0.9043
H -6.9619 -0.0762 0.0066
H -5.1773 -2.2700 -1.1623
H -5.0225 -1.3593 0.4495
H -4.7767 -0.0614 -3.2240
H -4.6550 1.3490 -2.0952
C 1.8876 -3.9085 5.4701
C 3.1470 -4.7178 5.6671
C 3.7954 -4.6213 4.2668
O 3.1228 -3.5574 3.5881
C 2.2336 -2.8566 4.4343
H 1.5674 -3.3639 6.3618
H 1.1305 -4.6378 5.1823
H 2.9106 -5.7393 5.9661
H 3.8420 -4.3606 6.4315
H 3.5209 -5.4935 3.6614
H 4.8841 -4.5636 4.2531
H 1.3252 -2.5244 3.9256
H 2.6813 -1.9223 4.8004
C -2.1938 -4.9414 2.4147
C -2.7087 -3.9076 3.4535
C -3.4190 -2.8596 2.5563
O -3.1131 -3.1652 1.1981
C -2.0128 -4.0783 1.1649
H -2.8694 -5.7672 2.1956
H -1.2651 -5.3928 2.7675
H -1.8705 -3.4331 3.9580
H -3.4455 -4.3369 4.1275
H -3.0277 -1.8584 2.7575
H -4.5031 -2.9242 2.6524
H -1.1123 -3.4467 1.1614
H -2.1200 -4.5731 0.1973
C -0.9371 -2.6882 -2.9618
C -1.0197 -3.1875 -4.3774
C -2.1104 -2.2435 -4.9344
O -2.9255 -1.8556 -3.8128
C -2.4237 -2.5493 -2.6517
H -0.4951 -1.6925 -3.0089
H -0.4995 -3.3357 -2.2002
H -1.3979 -4.2035 -4.5242
H -0.0559 -3.1516 -4.8874
H -2.6581 -2.7476 -5.7265
H -1.5738 -1.3465 -5.2583
H -2.9758 -3.4786 -2.4700
H -2.5899 -2.0057 -1.7208
C 1.8310 -4.7135 -0.8890
C 1.0411 -5.9105 -1.3578
N 1.7674 -6.7157 -2.3361
C 1.3533 -8.1405 -2.2399
C -0.0684 -8.4137 -2.6764
C 1.7084 -6.1635 -3.6896
C 2.6381 -6.9430 -4.6179
H 1.2763 -4.1877 -0.1047
H 2.0222 -3.9101 -1.6041
H 2.7647 -5.1000 -0.4823
H 0.8235 -6.4572 -0.4353
H 0.0218 -5.6638 -1.6940
H 1.4195 -8.3305 -1.1664
H 2.0480 -8.8296 -2.7174
H -0.7730 -7.9037 -2.0179
H -0.2456 -9.4799 -2.4922
H -0.2979 -8.2312 -3.7243
H 0.6671 -6.1731 -4.0456
H 2.0120 -5.1186 -3.5888
H 3.5965 -6.9762 -4.0910
H 2.3265 -7.9807 -4.7028
H 2.8083 -6.4714 -5.5824
C -2.0046 7.2211 1.4063
C -1.4478 6.2056 0.3995
N 0.0003 6.1541 0.2485
C 0.7002 5.9242 1.5390
C 0.6158 4.4321 1.8253
C 0.5347 7.3785 -0.3640
C 0.2600 7.3343 -1.8946
H -2.1055 6.8360 2.4182
H -2.9932 7.4990 1.0284
H -1.4714 8.1737 1.4196
H -1.8593 5.2462 0.7292
H -1.9558 6.3196 -0.5574
H 1.7223 6.2915 1.5183
H 0.1725 6.5003 2.3113
H 0.9390 4.1369 2.8252
H -0.4247 4.1208 1.7057
H 1.1349 3.8465 1.0636
H 1.6145 7.4651 -0.2675
H 0.1071 8.3343 -0.0286
H -0.7991 7.4390 -2.1120
H 0.7161 6.4160 -2.2571
H 0.7780 8.1979 -2.3227
C 3.8039 1.3135 2.3152
C 4.6170 2.4468 2.9494
N 5.7364 2.8300 2.0994
C 6.8482 3.3753 2.8614
C 7.6724 2.2862 3.5539
C 5.4691 3.5457 0.8599
C 4.5594 4.7770 0.9451
H 3.5110 1.5879 1.3051
H 2.9018 1.1187 2.9041
H 4.3411 0.3677 2.3705
H 4.0664 3.3593 3.2140
H 4.9955 2.0370 3.8854
H 7.5276 3.9722 2.2514
H 6.4880 4.0655 3.6441
H 8.1404 1.6316 2.8176
H 8.3585 2.7131 4.2844
H 7.0223 1.5986 4.1022
H 4.9383 2.8319 0.2156
H 6.4224 3.7456 0.3773
H 3.6060 4.6223 1.4469
H 4.3138 5.1493 -0.0547
H 5.1008 5.6201 1.3862
*
```

## Properties
ΔE to the lowest compared entry with this formula, charge and spin (kcal/mol): 0.0
M (g/mol): 1024.649
Gap between HOMO and LUMO (eV): 8.614

These are the Mulliken partial charges, in e, on atoms 1 to 8: 0.03, -0.36, -0.79, -0.36, 0.71, 0.35, -0.42, 0.17